[1]
Molecular formula: CH9O4
Method: DFT, ωB97M-V with the def2-TZVPD basis set

Atoms and positions in Å:
C1 -1.71 1.19 0.90
O1 -1.96 -0.04 0.24
H1 -0.81 1.17 1.66
H2 -1.70 2.02 0.19
H3 -2.68 1.45 1.51
H4 2.90 -1.51 0.04
H5 2.83 -0.28 -0.86
O2 3.40 -0.97 -0.60
H6 -0.70 0.84 -1.50
H7 0.53 0.05 -1.37
O3 0.20 0.79 -1.95
H8 -0.71 -1.06 0.56
H9 0.24 -2.19 0.27
O4 0.16 -1.47 0.90

The spin multiplicity is 1. The HOMO energy is -3.36 eV. As for the relative energy (zero: lowest compared OMol25 entry of this formula, charge and spin): 24.19 kcal per mole. The total charge is -1.

Löwdin atomic charge list, values in e, 8 entries: C -0.38; O -0.46; H 0.07; H 0.02; H 0.05; H 0.04; H -0.01; O -0.05

---

[2]
Molecular formula: C42H36Cl2IrN6O4P2Se
Method: DFT, ωB97M-V with the def2-TZVPD basis set

Atoms and positions in Å:
Ir1 0.64 0.50 0.22
N1 0.27 0.90 2.59
C1 0.48 2.23 3.20
C2 1.94 2.65 3.21
C3 2.50 2.53 1.77
O1 2.82 3.56 1.20
O2 2.52 1.32 1.36
H1 -0.67 0.57 2.81
H2 0.93 0.24 3.00
H3 0.12 2.23 4.23
H4 -0.11 2.96 2.64
H5 2.55 1.98 3.83
H6 2.06 3.67 3.55
C4 -2.28 -2.17 -1.50
N2 -1.45 -1.80 -0.33
P1 -1.70 -0.20 0.31
C5 -2.43 -0.51 1.95
C6 -2.93 0.62 2.62
C7 -3.57 0.48 3.83
C8 -3.70 -0.78 4.40
C9 -3.20 -1.90 3.75
C10 -2.57 -1.76 2.52
C11 -3.15 0.47 -0.54
C12 -3.05 1.59 -1.36
C13 -4.18 2.09 -1.98
C14 -5.40 1.48 -1.79
C15 -5.51 0.37 -0.96
C16 -4.39 -0.13 -0.32
P2 0.24 -2.12 -0.38
C17 0.41 -3.79 -1.08
C18 -0.57 -4.77 -0.87
C19 -0.34 -6.06 -1.30
C20 0.85 -6.40 -1.93
C21 1.82 -5.43 -2.14
C22 1.60 -4.13 -1.71
C23 0.74 -2.48 1.35
C24 0.16 -3.51 2.10
C25 0.59 -3.75 3.39
C26 1.61 -2.99 3.95
C27 2.24 -2.01 3.19
C28 1.81 -1.77 1.89
H7 -2.37 -1.33 -2.19
H8 -3.27 -2.45 -1.17
H9 -1.83 -3.00 -2.03
H10 -2.84 1.60 2.16
H11 -3.98 1.34 4.34
H12 -4.20 -0.89 5.35
H13 -3.32 -2.88 4.18
H14 -2.20 -2.63 1.99
H15 -2.08 2.05 -1.51
H16 -4.09 2.95 -2.63
H17 -6.28 1.88 -2.28
H18 -6.47 -0.10 -0.80
H19 -4.49 -0.97 0.35
H20 -1.51 -4.53 -0.37
H21 -1.10 -6.82 -1.15
H22 1.01 -7.41 -2.26
H23 2.74 -5.68 -2.64
H24 2.36 -3.37 -1.88
H25 -0.59 -4.15 1.66
H26 0.14 -4.55 3.96
H27 1.93 -3.19 4.96
H28 3.07 -1.46 3.60
H29 2.36 -1.05 1.29
Se1 5.49 5.62 -3.01
N3 5.51 3.87 -2.86
C29 4.36 3.49 -2.36
C30 4.01 2.11 -2.09
C31 4.83 1.03 -2.45
C32 4.41 -0.24 -2.16
C33 3.21 -0.41 -1.49
N4 2.43 0.60 -1.15
C34 2.79 1.85 -1.47
C35 1.85 2.92 -1.18
N5 0.69 2.60 -0.59
C36 -0.21 3.54 -0.33
C37 -0.01 4.87 -0.66
C38 1.18 5.23 -1.26
C39 2.14 4.25 -1.52
C40 3.43 4.55 -2.09
N6 3.86 5.75 -2.38
H30 5.76 1.24 -2.96
H31 5.00 -1.10 -2.44
H32 2.85 -1.40 -1.22
H33 -1.12 3.23 0.16
H34 -0.78 5.60 -0.45
H35 1.41 6.26 -1.52
Cl1 -2.37 0.24 -4.31
C41 -0.88 1.17 -4.22
Cl2 -1.18 2.88 -3.88
C42 0.13 0.68 -3.11
O3 1.29 0.79 -3.45
O4 -0.39 0.29 -2.00
H36 -0.36 1.11 -5.17

The spin multiplicity is 2. The HOMO energy (alpha / beta) is -13.40 / -13.39 eV. As for the relative energy (zero: lowest compared OMol25 entry of this formula, charge and spin): 147.70 kcal per mole. The total charge is +2.

Löwdin atomic charge list, values in e, 8 entries: Ir 1.29; N 0.02; C -0.19; C -0.08; C -0.62; O 0.10; O -0.14; H 0.04

---

[3]
Molecular formula: C5H8O
Method: DFT, ωB97M-V with the def2-TZVPD basis set

Atoms and positions in Å:
C1 2.10 1.01 -0.55
C2 1.34 0.55 0.40
C3 0.27 0.27 1.10
C4 -0.73 -0.70 0.51
C5 -1.59 -0.02 -0.55
O1 -0.10 -1.79 -0.14
H1 1.63 1.80 -1.13
H2 3.09 0.68 -0.84
H3 0.06 0.80 2.02
H4 -1.38 -1.06 1.32
H5 -0.96 0.28 -1.39
H6 -2.35 -0.72 -0.92
H7 -2.09 0.87 -0.16
H8 0.72 -1.98 0.33

The spin multiplicity is 1. The HOMO energy is -9.56 eV. As for the relative energy (zero: lowest compared OMol25 entry of this formula, charge and spin): 50.42 kcal per mole. Its SMILES is C=C=C[C@@H](C)O.

Löwdin atomic charge list, values in e, 8 entries: C 0.02; C -0.11; C -0.07; C -0.45; C -0.05; O -0.04; H 0.07; H 0.05

---

[4]
Molecular formula: C7H8N4O2
Method: DFT, ωB97M-V with the def2-TZVPD basis set

Atoms and positions in Å:
C1 3.65 -0.24 -0.31
C2 1.93 0.99 0.02
C3 -0.26 1.95 0.31
C4 -1.75 -0.14 -0.15
C5 -0.68 -1.10 -0.78
C6 -0.97 0.70 0.78
C7 0.48 -0.70 1.13
N1 3.15 1.03 -0.57
N2 2.85 -0.95 0.47
N3 1.74 -0.21 0.57
N4 1.05 2.05 0.01
O1 -0.94 2.96 0.28
O2 -0.09 -1.70 0.33
H1 4.51 -0.65 -0.68
H2 -2.20 0.36 -1.03
H3 -2.58 -0.66 0.40
H4 -1.06 -1.82 -1.43
H5 0.05 -0.46 -1.24
H6 -1.42 1.06 1.63
H7 0.58 -0.92 2.20
H8 1.36 3.01 -0.12

The spin multiplicity is 1. The HOMO energy is -9.35 eV. As for the relative energy (zero: lowest compared OMol25 entry of this formula, charge and spin): 53.24 kcal per mole.

Löwdin atomic charge list, values in e, 8 entries: C -0.17; C -0.33; C -0.46; C -0.12; C -0.17; C -0.02; C -0.07; N 0.13

---

[5]
Molecular formula: C35H68AsFeN2OSi3
Method: DFT, ωB97M-V with the def2-TZVPD basis set

Atoms and positions in Å:
Fe1 -0.31 0.02 0.09
C1 4.97 2.65 0.30
C2 4.39 1.24 0.47
C3 5.39 0.32 1.17
C4 3.99 0.69 -0.88
C5 4.96 0.50 -1.84
C6 4.63 0.11 -3.13
C7 3.29 -0.07 -3.45
C8 2.28 0.08 -2.52
C9 0.87 -0.21 -3.01
C10 0.22 -1.35 -2.25
C11 -0.07 1.00 -2.98
C12 2.64 0.45 -1.21
N1 1.67 0.61 -0.18
C13 1.70 -0.28 0.86
C14 0.89 -0.18 2.02
C15 1.01 -0.87 3.24
C16 -0.03 -0.42 4.04
C17 -0.75 0.51 3.28
N2 -0.20 0.67 2.07
C18 -1.98 1.30 3.65
C19 -1.92 2.65 2.93
C20 -2.05 1.52 5.16
C21 -3.22 0.53 3.17
H1 5.22 3.08 1.27
H2 4.24 3.30 -0.19
H3 5.87 2.63 -0.32
H4 3.50 1.32 1.11
H5 6.31 0.23 0.59
H6 4.97 -0.67 1.30
H7 5.64 0.72 2.15
H8 6.00 0.65 -1.59
H9 5.40 -0.02 -3.88
H10 3.03 -0.35 -4.47
H11 0.98 -0.52 -4.06
H12 0.01 -1.07 -1.21
H13 0.86 -2.23 -2.24
H14 -0.72 -1.62 -2.72
H15 -0.40 1.17 -1.96
H16 -0.93 0.80 -3.61
H17 0.43 1.89 -3.36
H18 2.45 -1.05 0.81
H19 1.78 -1.58 3.49
H20 -0.23 -0.72 5.05
H21 -1.07 3.22 3.28
H22 -2.83 3.23 3.12
H23 -1.80 2.47 1.87
H24 -1.13 1.98 5.52
H25 -2.18 0.58 5.68
H26 -2.88 2.17 5.41
H27 -3.18 0.46 2.09
H28 -4.13 1.04 3.47
H29 -3.22 -0.47 3.59
C22 0.91 1.78 -0.13
H30 1.20 2.47 -0.91
H31 0.87 2.24 0.85
C23 -0.57 -6.59 2.16
Si1 -0.11 -4.72 2.28
C24 -1.59 -3.86 3.15
C25 1.28 -4.77 3.60
As1 0.34 -3.46 0.41
Si2 2.35 -4.41 -0.18
C26 2.57 -6.29 0.17
C27 2.82 -4.23 -2.04
C28 3.87 -3.61 0.70
Si3 -1.51 -4.55 -1.86
C29 -0.86 -4.74 -3.67
C30 -3.34 -3.99 -2.22
C31 -1.77 -6.37 -1.30
H32 -0.85 -7.02 3.13
H33 0.28 -7.16 1.79
H34 -1.39 -6.76 1.48
H35 -1.79 -4.26 4.14
H36 -2.50 -3.96 2.56
H37 -1.37 -2.81 3.25
H38 1.05 -5.43 4.43
H39 1.45 -3.78 4.01
H40 2.22 -5.11 3.17
H41 1.78 -6.85 -0.31
H42 2.52 -6.48 1.24
H43 3.52 -6.68 -0.19
H44 2.03 -4.61 -2.68
H45 3.73 -4.78 -2.29
H46 2.98 -3.19 -2.31
H47 3.63 -3.37 1.73
H48 4.15 -2.68 0.20
H49 4.74 -4.25 0.71
H50 -0.85 -3.79 -4.19
H51 -1.47 -5.43 -4.25
H52 0.16 -5.12 -3.68
H53 -3.38 -3.03 -2.72
H54 -3.91 -3.90 -1.30
H55 -3.86 -4.71 -2.85
H56 -0.83 -6.84 -1.04
H57 -2.24 -6.98 -2.07
H58 -2.41 -6.41 -0.43
C32 -4.13 2.66 -0.35
C33 -2.88 2.09 -1.02
O1 -2.41 0.89 -0.43
C34 -3.27 -0.24 -0.54
C35 -2.57 -1.39 0.18
H59 -4.34 3.65 -0.74
H60 -3.96 2.73 0.72
H61 -5.00 2.03 -0.53
H62 -2.05 2.79 -0.90
H63 -3.06 1.94 -2.09
H64 -3.44 -0.46 -1.60
H65 -4.23 -0.01 -0.08
H66 -2.25 -2.17 -0.51
H67 -3.20 -1.84 0.94
H68 -1.67 -0.99 0.67

The spin multiplicity is 5. The HOMO energy (alpha / beta) is -2.05 / -3.23 eV. As for the relative energy (zero: lowest compared OMol25 entry of this formula, charge and spin): 85.09 kcal per mole. The total charge is -1.

Löwdin atomic charge list, values in e, 8 entries: Fe 0.42; C -0.06; C -0.36; C -0.05; C -0.13; C -0.04; C -0.07; C -0.04

---

[6]
Molecular formula: CH5OS
Method: DFT, ωB97M-V with the def2-TZVPD basis set

Atoms and positions in Å:
S1 -0.13 -0.53 2.28
H1 -0.42 -0.15 3.57
C1 -0.13 0.00 -1.29
O1 0.88 0.61 -0.49
H2 -0.99 -0.44 -0.69
H3 -0.35 0.94 -1.90
H4 0.37 -0.78 -1.92
H5 0.77 0.35 0.44

The spin multiplicity is 1. The HOMO energy is -2.86 eV. As for the relative energy (zero: lowest compared OMol25 entry of this formula, charge and spin): 11.91 kcal per mole. The total charge is -1.

How positive or negative is each atom? The Löwdin charges in e answer that: S -0.19; H -0.44; C -0.21; O -0.24; H 0.07; H 0.08; H 0.06; H -0.12